[1]
A structure of composition C15H31FP2Zn. Source: the OMol25 dataset; level of theory: ωB97M-V with the def2-TZVPD basis set.

## Properties
HOMO-LUMO gap (alpha / beta): 4.76 / 4.69 eV
M: 357.75 g mol⁻¹
HOMO level (alpha / beta): -4.577 / -4.501 eV

```
! RIJCOSX wB97M-V def2-TZVPD def2/J DEFGRID3
* xyz 0 1
P -1.455 2.357 0.539
P 1.865 1.319 -1.457
C -0.165 3.314 -0.339
C 0.529 2.703 -1.530
H 0.536 3.797 0.327
H -0.788 4.112 -0.788
H -0.296 2.191 -2.066
H 0.998 3.518 -2.086
C 3.339 2.311 -0.993
H 4.216 1.674 -1.167
H 3.307 2.699 0.040
H 3.467 3.162 -1.679
C 2.048 1.037 -3.230
H 2.683 1.822 -3.636
H 1.068 1.010 -3.712
H 2.532 0.064 -3.288
C -1.896 3.135 2.110
H -2.826 2.629 2.413
H -2.125 4.167 1.828
H -1.087 3.120 2.862
C -2.963 2.361 -0.427
H -2.690 2.113 -1.473
H -3.388 3.371 -0.278
H -3.594 1.588 0.045
Zn 1.720 4.520 2.342
C 1.642 5.764 -1.205
C 2.392 5.480 -0.117
C 2.610 6.457 1.000
C 1.268 6.956 1.580
C 0.145 5.937 1.382
C -0.784 6.097 0.379
C -0.633 7.003 -0.835
C 0.785 6.988 -1.422
C -0.960 0.677 0.755
H 1.776 5.149 -2.114
H 3.159 4.709 -0.147
H 3.167 7.362 0.726
H 3.164 5.978 1.833
H 1.332 7.134 2.674
H 1.005 7.936 1.157
H -0.219 5.411 2.295
H -1.805 5.664 0.404
H -0.919 8.067 -0.703
H -1.307 6.647 -1.635
H 0.752 7.120 -2.516
H 1.324 7.882 -1.087
H -0.476 0.273 -0.164
H -1.864 -0.047 0.883
H -0.255 0.658 1.604
F 1.426 2.562 2.405
*
```


[2]
A structure of composition C5H10N4S. Source: the OMol25 dataset; level of theory: ωB97M-V with the def2-TZVPD basis set.

## Properties
HOMO-LUMO gap (alpha / beta): 6.76 / 5.87 eV
M: 158.23 g mol⁻¹
HOMO level (alpha / beta): -6.486 / -8.270 eV

```
! RIJCOSX wB97M-V def2-TZVPD def2/J DEFGRID3
* xyz 0 3
C -1.010 0.476 1.384
C 0.224 0.624 -2.619
C -0.759 -0.798 1.310
C -1.693 -1.804 1.928
C 0.432 -1.342 0.571
N 1.558 2.010 -1.236
N -1.151 1.658 1.642
N 2.226 1.298 -0.454
N 1.168 1.483 -2.428
S 2.071 2.380 -3.486
H -0.236 0.143 -1.774
H -0.102 0.410 -3.620
H -1.868 -2.621 1.229
H -2.641 -1.344 2.196
H -1.253 -2.225 2.834
H 1.198 -0.580 0.435
H 0.134 -1.714 -0.413
H 0.859 -2.178 1.122
H -1.687 2.267 1.032
H 2.527 1.858 0.348
*
```


[3]
A cluster of 7 separate species, C44H72N12O2 in total. Source: the OMol25 dataset; level of theory: ωB97M-V with the def2-TZVPD basis set.

## Properties
HOMO-LUMO gap (alpha / beta): 6.57 / 2.53 eV
M: 801.14 g mol⁻¹
HOMO level (alpha / beta): -22.593 / -22.593 eV

```
! RIJCOSX wB97M-V def2-TZVPD def2/J DEFGRID3
* xyz 7 2
C 6.450 -7.451 3.878
N 5.521 -6.414 4.098
C 5.684 -5.230 3.425
C 4.728 -4.252 3.619
C 3.545 -4.474 4.359
C 3.408 -5.703 4.990
C 4.400 -6.642 4.893
C 2.425 -3.455 4.415
C 1.836 -3.013 5.611
C 1.170 -1.849 5.643
N 0.882 -1.122 4.504
C 1.446 -1.565 3.344
C 2.299 -2.623 3.332
C 0.137 0.121 4.552
H 5.886 -8.104 3.212
H 6.540 -7.997 4.817
H 7.420 -7.164 3.474
H 6.479 -5.081 2.710
H 4.849 -3.253 3.226
H 2.544 -5.614 5.632
H 4.347 -7.614 5.360
H 2.191 -3.470 6.523
H 0.816 -1.417 6.567
H 1.134 -1.112 2.415
H 2.740 -2.920 2.393
H 0.244 0.637 5.506
H -0.889 -0.200 4.374
H 0.514 0.700 3.709
C -0.630 -2.031 -2.227
C 0.765 -2.173 -1.477
N 1.747 -3.157 -2.204
C 2.495 -2.872 -3.388
C 3.186 -4.001 -3.722
N 3.021 -4.925 -2.719
C 2.147 -4.443 -1.817
C 3.558 -6.266 -2.576
H -1.163 -2.969 -2.377
H -0.520 -1.680 -3.253
H -1.248 -1.332 -1.664
H 0.642 -2.500 -0.444
H 1.297 -1.246 -1.261
H 2.541 -1.906 -3.868
H 3.812 -4.264 -4.562
H 1.778 -4.840 -0.883
H 3.069 -6.808 -1.766
H 4.622 -6.095 -2.414
H 3.346 -6.909 -3.430
C 0.397 5.055 -6.791
C -1.040 4.574 -7.294
N -1.599 3.821 -6.157
C -1.887 4.232 -4.860
C -2.472 3.321 -4.066
N -2.446 2.213 -4.838
C -1.816 2.517 -6.103
C -2.779 0.900 -4.444
H 0.201 5.791 -6.011
H 0.901 5.450 -7.673
H 0.968 4.200 -6.428
H -1.088 3.879 -8.132
H -1.670 5.448 -7.465
H -1.633 5.274 -4.734
H -2.799 3.380 -3.038
H -1.656 1.734 -6.829
H -2.919 0.342 -5.369
H -3.733 0.942 -3.919
H -1.943 0.436 -3.920
C -9.591 -1.881 -1.620
C -8.315 -2.667 -1.323
N -7.335 -1.889 -0.462
C -7.664 -1.483 0.860
C -6.407 -1.092 1.475
N -5.430 -1.229 0.488
C -5.985 -1.649 -0.697
C -4.025 -0.806 0.806
H -9.428 -0.860 -1.966
H -10.240 -1.852 -0.744
H -10.135 -2.538 -2.298
H -7.836 -2.930 -2.266
H -8.383 -3.658 -0.873
H -8.630 -1.571 1.336
H -6.194 -0.884 2.513
H -5.348 -1.841 -1.547
H -3.584 -0.141 0.064
H -3.291 -1.611 0.831
H -4.004 -0.186 1.703
C 4.331 2.667 1.886
C 5.170 3.010 0.713
N 4.375 2.957 -0.449
C 4.065 1.773 -1.102
C 3.049 1.882 -2.031
N 2.671 3.246 -1.999
C 3.505 3.868 -1.052
C 1.562 3.861 -2.783
H 3.540 3.417 1.914
H 4.950 2.723 2.781
H 3.855 1.687 1.917
H 5.950 2.262 0.567
H 5.732 3.943 0.744
H 4.585 0.922 -0.687
H 2.505 1.139 -2.595
H 3.548 4.936 -0.900
H 1.448 3.234 -3.667
H 1.728 4.822 -3.270
H 0.666 3.915 -2.164
C 1.228 4.270 3.976
C 0.544 4.622 2.675
N -0.950 4.347 2.743
C -1.759 4.782 3.780
C -3.090 4.472 3.415
N -3.064 4.049 2.118
C -1.769 3.915 1.731
C -4.167 3.694 1.252
H 2.262 4.193 3.639
H 0.924 3.345 4.467
H 1.095 5.047 4.729
H 0.928 3.942 1.914
H 0.567 5.692 2.470
H -1.324 5.333 4.601
H -4.048 4.608 3.895
H -1.356 3.723 0.751
H -5.005 4.391 1.285
H -4.530 2.695 1.492
H -3.824 3.552 0.228
C -0.377 1.218 -0.801
C -0.084 0.685 0.576
O -0.675 -0.371 0.916
O 0.743 1.355 1.200
H -1.419 1.076 -1.087
H -0.054 0.748 -1.730
H -0.410 2.307 -0.795
*
```


[4]
A structure of composition C31H31AsN4O3ReS. Source: the OMol25 dataset; level of theory: ωB97M-V with the def2-TZVPD basis set.

## Properties
HOMO-LUMO gap (alpha / beta): 6.40 / 6.83 eV
M: 800.81 g mol⁻¹
HOMO level (alpha / beta): -14.056 / -13.903 eV

```
! RIJCOSX wB97M-V def2-TZVPD def2/J DEFGRID3
* xyz 2 2
Re 0.103 0.300 0.202
C 0.049 0.048 4.628
C -0.388 0.070 3.297
N 0.443 -0.027 2.270
C 1.781 -0.169 2.528
C 2.304 -0.152 3.820
C 1.388 -0.050 4.892
C 3.713 -0.200 3.973
C 4.522 -0.229 2.872
C 3.980 -0.269 1.567
C 2.620 -0.295 1.395
N 1.899 -0.378 0.175
C 2.487 -0.710 -1.076
C 3.620 -1.443 -1.296
C 4.061 -1.677 -2.622
C 3.364 -1.194 -3.689
C 2.148 -0.490 -3.486
C 1.318 -0.036 -4.535
C 0.121 0.553 -4.236
C -0.269 0.679 -2.894
N 0.496 0.288 -1.888
C 1.714 -0.272 -2.177
H -0.679 0.138 5.420
H -1.433 0.211 3.054
H 1.753 -0.041 5.912
H 4.137 -0.187 4.968
H 5.596 -0.223 2.988
H 4.649 -0.255 0.721
H 4.177 -1.872 -0.478
H 4.966 -2.247 -2.779
H 3.707 -1.366 -4.701
H 1.632 -0.176 -5.561
H -0.547 0.903 -5.010
H -1.238 1.087 -2.636
C -0.737 -2.991 -2.397
C -1.877 -2.248 -1.711
As -1.483 -1.631 0.075
C -0.921 -3.186 1.088
C 0.547 -3.566 0.959
C -3.217 -1.169 0.812
C -4.095 -2.384 1.081
H -0.941 -3.089 -3.463
H -0.620 -3.998 -1.997
H 0.228 -2.489 -2.300
H -2.755 -2.890 -1.619
H -2.191 -1.362 -2.267
H -1.571 -3.999 0.756
H -1.189 -2.977 2.126
H 0.799 -3.887 -0.051
H 0.775 -4.392 1.633
H 1.210 -2.741 1.225
H -3.659 -0.493 0.079
H -3.043 -0.579 1.712
H -4.259 -2.983 0.185
H -5.075 -2.052 1.425
H -3.684 -3.035 1.852
O -3.066 1.413 -1.290
C -2.411 2.150 -0.602
N -1.465 1.683 0.353
S -0.566 2.918 0.948
O -0.594 3.083 2.362
O 0.753 2.511 0.348
C -1.371 4.200 0.116
C -1.151 5.558 0.225
C -2.000 6.377 -0.513
C -3.020 5.842 -1.298
C -3.229 4.468 -1.376
C -2.385 3.646 -0.655
H -0.370 5.967 0.850
H -1.868 7.449 -0.467
H -3.665 6.510 -1.852
H -4.027 4.048 -1.973
*
```


[5]
An isolated molecule of C4H4O. Source: the OMol25 dataset; level of theory: ωB97M-V with the def2-TZVPD basis set.

## Properties
HOMO-LUMO gap (alpha / beta): 8.91 / 7.58 eV
M: 68.08 g mol⁻¹
HOMO level (alpha / beta): -8.106 / -9.795 eV

```
! RIJCOSX wB97M-V def2-TZVPD def2/J DEFGRID3
* xyz 0 3
C 0.011 -1.162 -0.422
C -0.736 -1.929 0.300
C -0.442 1.001 0.732
C 0.425 0.307 -0.299
O -0.585 0.472 1.812
H 0.155 -1.574 -1.357
H 1.411 0.260 0.109
H -0.754 1.950 0.523
H 0.516 0.675 -1.397
*
```


[6]
A cluster of 2 separate species, C6H15NO in total. Source: the OMol25 dataset; level of theory: ωB97M-V with the def2-TZVPD basis set.

## Properties
HOMO-LUMO gap: 9.48 eV
M: 117.19 g mol⁻¹
HOMO level: -8.862 eV

```
! RIJCOSX wB97M-V def2-TZVPD def2/J DEFGRID3
* xyz 0 1
C 0.078 1.026 3.495
C 0.186 -0.205 2.722
C 0.531 -0.064 1.433
C 0.831 -1.139 0.448
C -0.290 -1.222 -0.860
C -0.471 -0.007 -1.752
N 0.132 -2.485 -1.485
H 0.177 1.964 2.906
H -0.735 1.329 4.192
H 1.008 1.274 4.115
H 0.112 -1.128 3.287
H 0.322 0.920 1.024
H 1.828 -1.104 -0.019
H 0.632 -2.193 0.802
H -1.269 -1.521 -0.413
H -0.215 0.981 -1.281
H 0.266 0.074 -2.551
H -1.428 -0.150 -2.303
H -0.261 -2.515 -2.441
H 1.073 -2.295 -1.838
O -0.881 3.099 -2.779
H -0.357 3.672 -2.194
H -0.227 3.096 -3.487
*
```


The evaluated max |F| for the records listed, in turn: 3.5, 5.8, 7.4, 0.7, 3.7, 4.6 eV Å⁻¹.